No. 1
Density functional theory data (ωB97M-V/def2-TZVPD) for a cluster of 2 separate species, C2H3ClO2 in total at a distorted geometry.

Each atom is followed by the atoms it is bonded to, with distances in Å.
Cartesian coordinates (Å):
1 O 0.727 -1.584 1.171  C2 1.165
2 C -0.394 -1.328 0.986  O1 1.165, Cl3 1.768, H4 1.078
3 Cl -1.512 -0.258 1.840  C2 1.768
4 H -1.043 -1.819 0.278  C2 1.078
5 C 0.549 1.312 -1.080  O6 1.204, H7 1.058, H8 1.111
6 O 0.251 0.219 -1.487  C5 1.204
7 H 0.102 1.510 -0.142  C5 1.058
8 H 1.320 1.948 -1.567  C5 1.111

Values from the calculation:
- Frontier orbital gap: 0.409 Eh
- LUMO level: 0.025 Eh
- HOMO level: -10.454 eV
- Spin multiplicity: 1
- SMILES string: O=CCl.C=O
- Charge: 0

=====

No. 2
Density functional theory data (ωB97M-V/def2-TZVPD) for an isolated molecule of C2H3ClS at a distorted geometry.

Each atom is followed by the atoms it is bonded to, with distances in Å.
Cartesian coordinates (Å):
1 S 0.958 0.148 -2.142  C2 1.630
2 C 0.058 -0.402 -0.901  S1 1.630, C3 1.748, H5 1.110
3 C -0.247 0.414 0.615  C2 1.748, Cl4 1.786, H6 1.033, H7 1.053
4 Cl 0.296 -0.781 1.826  C3 1.786
5 H -0.450 -1.389 -0.941  C2 1.110
6 H 0.524 1.099 0.676  C3 1.033
7 H -1.140 0.912 0.866  C3 1.053

Values from the calculation:
- Frontier orbital gap: 0.313 Eh
- LUMO level: -0.023 Eh
- HOMO level: -9.147 eV
- Spin multiplicity: 1
- SMILES string: S=CCCl
- Charge: 0

=====

No. 3
Density functional theory data (ωB97M-V/def2-TZVPD) for a cluster of 2 separate species, C2H3F2N in total at a distorted geometry.

Each atom is followed by the atoms it is bonded to, with distances in Å.
Cartesian coordinates (Å):
1 C 0.723 0.228 0.640  N3 1.211, H6 1.078
2 C -1.165 -0.185 -0.539  F4 1.339, F5 1.337, H7 1.087
3 N 1.743 -0.285 0.238  C1 1.211, H8 1.017
4 F -0.787 -0.538 -1.775  C2 1.339
5 F -1.832 0.973 -0.576  C2 1.337
6 H 0.359 0.916 1.387  C1 1.078
7 H -1.697 -0.986 -0.032  C2 1.087
8 H 2.655 -0.123 0.657  N3 1.017

Values from the calculation:
- Frontier orbital gap (alpha / beta): 0.350 / 0.350 Eh
- LUMO level (alpha / beta): 0.040 / 0.040 Eh
- HOMO level (alpha / beta): -8.437 / -8.438 eV
- Spin multiplicity: 1
- Charge: 0

=====

No. 4
Density functional theory data (ωB97M-V/def2-TZVPD) for an isolated molecule of C2H3F2N3 at a distorted geometry.

Each atom is followed by the atoms it is bonded to, with distances in Å.
Cartesian coordinates (Å):
1 C 0.532 0.046 -1.903  N3 1.240, F6 1.426, H8 1.047
2 C 0.126 0.275 1.448  N5 1.308, F7 1.316, H9 1.146
3 N -0.638 -0.109 -1.523  C1 1.240, N4 1.274
4 N -1.140 -0.594 -0.457  N3 1.274, N5 1.325
5 N -0.691 -0.504 0.787  C2 1.308, N4 1.325, H10 1.125
6 F 1.615 -0.123 -0.990  C1 1.426
7 F -0.183 0.477 2.710  C2 1.316
8 H 0.798 0.496 -2.809  C1 1.047
9 H 0.947 1.034 1.195  C2 1.146
10 H -1.364 -0.997 1.543  N5 1.125

Values from the calculation:
- Frontier orbital gap (alpha / beta): 0.301 / 0.301 Eh
- LUMO level (alpha / beta): 0.016 / 0.016 Eh
- HOMO level (alpha / beta): -7.774 / -7.776 eV
- Spin multiplicity: 1
- Charge: 0

=====

No. 5
Density functional theory data (ωB97M-V/def2-TZVPD) for a cluster of 2 separate species, C2H3F2NO2 in total at a distorted geometry.

Each atom is followed by the atoms it is bonded to, with distances in Å.
Cartesian coordinates (Å):
1 C 1.275 0.040 0.063  C2 1.412, H8 1.030, H9 1.074, H10 1.140
2 C 0.124 0.850 -0.047  C1 1.412, F6 1.293, F7 1.363
3 N -1.639 -0.846 0.088  O4 1.150, O5 1.194
4 O -2.683 -0.430 0.330  N3 1.150
5 O -1.227 -1.948 -0.117  N3 1.194
6 F -0.309 1.684 0.841  C2 1.293
7 F -0.208 1.245 -1.309  C2 1.363
8 H 1.069 -0.699 -0.626  C1 1.030
9 H 2.140 0.571 -0.289  C1 1.074
10 H 1.459 -0.468 1.066  C1 1.140

Values from the calculation:
- Frontier orbital gap (alpha / beta): 0.347 / 0.279 Eh
- LUMO level (alpha / beta): 0.008 / -0.029 Eh
- HOMO level (alpha / beta): -9.240 / -8.366 eV
- Spin multiplicity: 1
- Charge: 0

=====

No. 6
Density functional theory data (ωB97M-V/def2-TZVPD) for an isolated molecule of C2H3F2NO2 at a distorted geometry.

Each atom is followed by the atoms it is bonded to, with distances in Å.
Cartesian coordinates (Å):
1 C -0.016 0.148 0.106  C2 1.467, H8 1.096, H9 1.059, H10 1.018
2 C 1.355 0.671 0.136  C1 1.467, F3 1.339, F4 1.349, N5 1.784
3 F 1.736 1.414 -0.911  C2 1.339
4 F 1.846 1.319 1.213  C2 1.349
5 N 2.599 -0.604 0.044  C2 1.784, O6 1.215, O7 1.197
6 O 2.166 -1.708 0.311  N5 1.215
7 O 3.693 -0.247 -0.287  N5 1.197
8 H -0.838 0.595 0.676  C1 1.096
9 H -0.284 0.406 -0.886  C1 1.059
10 H -0.158 -0.843 0.289  C1 1.018

Values from the calculation:
- Frontier orbital gap: 0.411 Eh
- LUMO level: 0.018 Eh
- HOMO level: -10.704 eV
- Spin multiplicity: 1
- SMILES string: CC(F)(F)[N+](=O)[O-]
- Charge: 0

=====

Q: Number 6 is which compound?
A: C2H3F2NO2

=====

Q: Number 4 is which compound?
A: C2H3F2N3

=====

Q: charge of number 4 (C2H3F2N3)?
A: 0